Computed, not measured: C21H38IO3P2V as an isolated structure, with ωB97M-V/def2-TZVPD.

Net charge = +3
Gap between HOMO and LUMO (spin up / spin down) = 4.11 / 4.61 eV
F_max = 8.75 eV Å⁻¹
2S+1 = 2
LUMO (spin up / spin down) = -13.056 / -12.560 eV
<S²> = 1.00

Cartesian coordinates (Å):
C -0.927 2.426 -1.741
C -1.118 0.974 -1.523
H -1.477 2.753 -2.626
H 0.132 2.645 -1.901
H -1.251 3.012 -0.884
O -1.535 0.188 -2.367
I 0.754 -1.535 2.115
V -0.350 0.026 0.221
P -2.071 0.455 1.737
C -3.089 -1.050 1.780
C -1.559 0.864 3.436
H -2.362 1.371 3.985
H -3.905 1.955 1.832
H -0.697 1.542 3.390
H -2.457 2.736 1.109
H -2.476 -1.907 2.088
H -1.242 -0.046 3.964
C -3.069 1.826 1.139
H -3.916 -0.916 2.483
H -3.443 1.630 0.128
H -3.484 -1.265 0.778
P 2.381 -0.686 -1.629
C 2.490 -2.195 -2.584
C 2.133 0.723 -2.663
H 3.389 0.512 0.133
H 4.629 0.091 -1.086
H 4.057 -1.128 0.058
C 3.745 -0.276 -0.551
H 2.067 1.624 -2.040
H 2.981 0.783 -3.346
H 3.259 -2.167 -3.351
H 1.517 -2.360 -3.060
H 1.185 0.614 -3.197
H 2.696 -3.028 -1.903
C -1.283 -1.409 -0.513
O -1.719 -2.312 -1.094
C 0.821 -5.696 -0.915
C 0.720 -4.755 0.291
C -0.227 -5.454 1.276
C 2.046 -4.551 0.986
C 2.774 -5.676 1.418
C 3.964 -5.482 2.133
C 4.449 -4.207 2.380
C 3.701 -3.086 1.983
C 4.165 -1.724 2.428
C 4.012 -1.620 3.939
C 5.626 -1.437 2.064
C 2.512 -3.307 1.337
O 1.151 -0.903 -0.784
H 1.288 -6.648 -0.611
H 1.398 -5.279 -1.754
H -0.200 -5.930 -1.254
H 0.333 -3.773 -0.020
H 0.196 -6.442 1.532
H -0.366 -4.888 2.208
H -1.197 -5.628 0.787
H 2.398 -6.673 1.206
H 4.467 -6.354 2.535
H 5.388 -4.078 2.938
H 3.517 -0.975 1.984
H 4.603 -2.396 4.432
H 4.363 -0.645 4.284
H 2.969 -1.748 4.242
H 5.807 -1.413 0.987
H 5.925 -0.474 2.489
H 6.270 -2.220 2.474

Results of the Löwdin charge analysis, in e, for atoms 1 through 2: 0.0041, -0.3678